Computed, not measured: C16H14ClF9N3NaO13S4 as an isolated structure in a non-equilibrium geometry, with ωB97M-V/def2-TZVPD.

The highest occupied orbital energy comes out at -6.511 eV. The total charge is 0. As for the HOMO-LUMO gap: 1.291 eV.

Atoms and positions in Å:
Cl: 2.52002 -10.67820 -5.76664
S: 0.84146 1.80321 0.41516
S: 0.11784 -6.16743 -1.82552
S: 1.72440 -6.27830 -3.97706
S: 0.97034 9.52799 5.08366
Na: 1.96356 -0.80578 -2.38870
F: -1.41012 2.21462 1.75648
F: 0.03425 3.52558 3.89279
F: 0.17023 5.95751 2.23017
F: 0.22788 1.27618 2.82890
F: 0.42810 -6.80853 -4.69439
F: 0.27288 -6.83964 -0.40567
F: 1.61058 3.86296 2.43340
F: -0.77108 4.70132 0.73753
F: -1.67798 4.92352 2.68620
O: 2.34506 -9.97763 -7.01793
O: 3.91898 -10.91720 -5.52880
O: 2.71786 -1.68330 1.05192
O: 3.23582 -0.43984 -0.71713
O: 0.51320 2.71794 -0.63192
O: -1.09192 -6.70676 -2.34310
O: 0.07290 -4.75658 -1.47998
O: 1.69297 -4.86217 -4.24022
O: 2.19799 1.61540 0.80447
O: 1.96518 -9.87556 -4.69887
O: 1.53769 10.76657 5.66556
O: 1.81034 -11.93751 -5.81814
O: 2.78538 -7.02722 -4.52749
N: 1.45198 -6.66957 -2.45849
N: -6.05566 -0.78817 -1.14777
N: -1.89239 -0.90134 -0.58340
C: 0.83271 -0.96712 -0.17056
C: -3.88028 0.07887 -1.61624
C: 1.87795 8.14819 5.79466
C: 2.32238 -1.06676 0.10054
C: -0.52319 4.84359 2.03768
C: -5.25908 0.08145 -1.76221
C: -5.49323 -1.70951 -0.37861
C: 0.30550 3.63223 2.58131
C: -1.24152 0.24329 -0.26082
C: 0.14264 -2.11024 -0.52480
C: 1.65322 9.36533 3.42874
C: -3.32375 -0.88106 -0.79234
C: -0.08113 2.24778 1.96315
C: 0.10904 0.24276 -0.03352
C: -4.12434 -1.80474 -0.15224
C: -1.21614 -2.05992 -0.70910
H: -3.71942 -2.56856 0.49640
H: 1.24665 10.17124 2.82196
H: -5.73273 0.81373 -2.40025
H: -1.76152 -2.95548 -0.97772
H: 2.94793 8.31755 5.67550
H: 2.73917 9.44708 3.47221
H: 1.57629 7.22331 5.30198
H: 0.60308 -3.07366 -0.66555
H: -1.83963 1.13724 -0.19353
H: -6.15168 -2.42130 0.09869
H: 1.35673 8.40419 3.00803
H: -3.27123 0.80164 -2.14086
H: 4.05149 -0.45330 -0.18919
H: 1.62634 8.10009 6.85168